[1]
C10H19FN2O4 | ωB97M-V with the def2-TZVPD basis set

```
36
Properties=species:S:1:pos:R:3:forces:R:3
C -1.16758 -3.44827 -2.90080 -0.073 0.435 0.359
N -0.30769 -2.28026 -2.71247 0.643 -0.294 -1.063
C -0.47128 -1.36316 -1.74796 -0.465 -0.169 0.949
O -1.39320 -1.44334 -0.94834 0.253 0.216 -0.040
C 0.53866 -0.19578 -1.70166 0.782 0.262 -0.104
N 1.82913 -0.49775 -2.35707 -1.810 0.761 0.036
C 2.72355 -1.44659 -2.06710 1.265 -1.157 0.219
C 2.55291 -2.34937 -0.85952 -0.058 0.282 -0.140
O 3.69670 -1.58928 -2.78735 0.328 0.013 -0.236
C 0.68286 0.49338 -0.31597 -0.158 0.511 0.219
C 1.95360 1.35188 -0.17259 -0.072 -0.767 -0.284
C -0.49677 1.44407 -0.06348 -0.235 -0.674 0.132
H -1.07909 -4.11568 -2.04105 -0.086 -0.002 -0.061
H -2.20864 -3.12992 -2.98911 0.079 -0.091 0.043
H -0.87954 -3.98721 -3.80457 0.087 0.199 0.116
H 0.47068 -2.15737 -3.34207 -0.077 -0.042 0.078
H 0.08781 0.55856 -2.34525 -0.057 0.121 -0.173
H 2.08772 0.07575 -3.14603 0.052 -0.097 0.042
H 1.66482 -2.96637 -0.96812 -0.177 0.010 0.154
H 3.42548 -2.99780 -0.78749 -0.079 0.150 -0.139
H 2.48591 -1.75037 0.04492 -0.189 -0.025 0.160
H 0.69975 -0.26686 0.46464 -0.129 -0.114 0.034
H 1.95825 1.84433 0.80035 -0.091 0.016 -0.069
H 2.84674 0.73119 -0.23242 0.167 0.151 -0.094
H 1.98508 2.10963 -0.95606 0.121 0.069 0.003
H -1.43955 0.89857 -0.07438 -0.037 0.078 -0.049
H -0.39185 1.91050 0.91590 -0.019 0.063 -0.043
H -0.52604 2.22305 -0.82551 0.027 0.095 -0.045
O -2.56757 3.93824 5.95970 -0.796 -0.650 -1.066
C -2.91785 3.23902 5.02234 0.677 0.976 1.284
O -4.10792 3.38940 4.39076 1.044 -0.434 0.169
C -1.98107 2.11631 4.57192 -0.542 -0.046 0.299
F -1.79282 2.12523 3.22102 -0.027 -0.045 -0.598
H -4.53387 4.15154 4.81203 -0.003 -0.009 0.014
H -2.41180 1.15808 4.87084 -0.090 -0.056 -0.070
H -1.01552 2.22666 5.07191 -0.253 0.266 -0.036
```
Positions in Å, forces in eV/Å.

Calculated values
**Gap between HOMO and LUMO**: 10.16 eV
**E_LUMO**: 0.618 eV
**Total energy**: -24566.8099 eV

=====

[2]
C8H16F4InN2O12S6 | ωB97M-V with the def2-TZVPD basis set

```
49
Properties=species:S:1:pos:R:3:forces:R:3
In -0.99820 -0.60329 -0.84904 1.173 -0.766 0.287
N -1.01258 -2.41892 -2.87570 -2.835 2.448 -0.989
S -0.23545 -3.67314 -3.29806 7.047 -5.765 1.568
O 0.73619 -3.49109 -4.35510 -1.583 0.443 0.948
O -0.88789 -4.94262 -3.19925 -0.604 1.093 -0.461
F 0.64713 -3.70388 -1.96148 0.171 0.351 -0.097
S -2.05850 -2.47598 -4.25193 -4.498 3.139 -1.412
O -3.06318 -3.50195 -4.23139 1.726 0.832 0.488
O -1.53884 -2.00517 -5.50122 0.468 -0.787 1.590
F -2.83927 -1.17385 -3.70015 0.146 -0.153 0.151
N -1.00285 -0.05082 1.90896 -1.673 -1.145 1.813
S -1.51767 -0.91749 3.29469 -2.554 -6.306 -0.031
O -2.82904 -0.60185 3.75859 1.263 0.891 -0.405
O -0.45928 -1.33926 4.17264 -0.591 1.546 -0.928
F -1.81841 -2.25779 2.46373 0.345 0.858 -0.053
S -0.34040 1.05318 2.81711 3.687 8.272 -1.388
O 1.06420 1.03442 3.14024 -1.460 -1.517 0.001
O -1.23240 1.78158 3.69688 0.419 -2.311 -0.187
F -0.29996 2.12393 1.61424 0.082 -0.278 -0.332
C -2.44012 5.65110 -0.68062 -0.883 -1.312 0.081
C -2.11308 5.83284 -2.16177 -0.454 2.015 0.225
C -1.97541 4.46596 -2.77276 -0.207 -0.635 1.032
S -0.90625 3.67860 -1.47482 1.803 1.238 -0.374
O 0.49426 3.94819 -1.75816 -1.151 -0.380 -0.116
O -1.26398 2.30351 -1.11880 -0.541 -1.697 -0.042
C -1.40266 4.73140 -0.06701 -0.360 -0.522 0.184
H -3.35666 5.04821 -0.68450 -0.138 0.041 0.021
H -2.74191 6.48808 -0.05394 0.683 0.439 -0.332
H -1.25117 6.48903 -2.29233 0.176 -0.257 -0.156
H -2.96952 6.37011 -2.57328 0.144 -0.107 -0.422
H -1.59623 4.37971 -3.78708 0.511 0.013 0.234
H -2.96374 4.00318 -2.73508 0.141 -0.344 0.066
H -0.51551 5.18663 0.36867 0.140 0.016 -0.369
H -1.84262 4.04367 0.65293 0.117 0.070 0.096
C 4.15545 -2.46764 2.45246 -0.251 0.119 0.546
C 4.02658 -3.91880 1.95604 -0.029 -0.226 0.063
C 2.92624 -3.98287 0.86043 1.375 0.141 0.384
S 1.66700 -2.82347 1.47778 -0.605 -1.579 2.305
O 0.68297 -3.55938 2.28527 1.221 0.892 -1.350
O 1.18641 -2.05195 0.33669 -0.634 1.042 -1.046
C 2.72245 -1.90878 2.66334 0.782 -0.138 -0.348
H 4.75128 -1.76317 1.87117 -0.198 -0.455 -0.793
H 4.73161 -2.47699 3.37957 -0.448 -0.023 0.292
H 3.79498 -4.62615 2.75405 -0.365 0.418 0.316
H 5.00861 -4.27957 1.64554 -0.187 0.067 -0.700
H 2.43480 -4.94362 0.72739 -0.038 0.054 0.033
H 3.41398 -3.64619 -0.05299 -0.690 0.261 -0.270
H 2.38562 -2.16792 3.66457 -0.476 0.050 -0.181
H 2.64301 -0.83971 2.47346 -0.169 -0.046 0.057
```
Positions in Å, forces in eV/Å.

Calculated values
**Gap between HOMO and LUMO**: 2.98 eV
**E_LUMO**: -10.871 eV
**Net charge**: +1
**Total energy**: -117141.2980 eV

=====

[3]
C44H33F4IN5O4P2PbTe | ωB97M-V with the def2-TZVPD basis set

```
95
Properties=species:S:1:pos:R:3:forces:R:3
Pb -0.23843 0.32919 -0.68852 0.121 0.122 0.006
O -1.89541 0.86212 1.23214 -0.038 0.012 -0.043
C -1.99527 2.20720 1.72645 0.028 -0.064 -0.044
C -0.72844 2.98134 1.47586 0.023 0.037 0.005
C -0.24382 3.89377 2.39581 -0.003 0.023 0.027
C 0.91368 4.59777 2.09905 -0.005 0.001 -0.010
C 1.53887 4.37314 0.88318 0.002 0.007 0.020
C 0.99117 3.43552 0.02731 0.016 -0.020 -0.042
N -0.11733 2.74920 0.31120 0.040 0.033 0.017
H -1.69600 0.25793 1.95998 0.009 0.024 0.024
H -2.23784 2.20274 2.78761 -0.016 -0.012 0.016
H -2.82519 2.66788 1.18774 -0.005 0.007 -0.012
H -0.75253 4.03550 3.34110 0.016 -0.004 -0.027
H 1.32912 5.29663 2.81326 -0.007 -0.014 -0.012
H 2.44391 4.89640 0.60959 -0.009 -0.001 0.003
H 1.46582 3.21603 -0.92506 -0.017 0.000 0.036
I -2.97992 1.60043 -2.02062 -0.111 -0.034 -0.062
C -4.65819 1.02722 -0.88729 0.067 0.018 -0.009
C -5.48622 2.07526 -0.59640 0.070 0.094 -0.026
C -6.78186 1.85559 -0.09677 -0.080 -0.071 0.028
C -7.24056 0.57813 0.00341 0.023 0.061 -0.004
C -6.40142 -0.52358 -0.29487 0.004 0.020 -0.001
C -6.94719 -1.82825 -0.24222 0.014 -0.054 -0.021
C -6.18324 -2.91814 -0.52940 -0.037 0.045 0.015
C -4.80882 -2.73926 -0.75404 0.038 0.060 0.000
C -4.21536 -1.49694 -0.78165 0.013 -0.096 0.001
P -2.38936 -1.59592 -0.55618 -0.033 -0.004 0.035
C -1.87786 -2.85031 -1.76366 -0.033 -0.042 0.008
C -1.78878 -2.40607 -3.08479 -0.036 0.003 -0.014
C -1.46475 -3.28990 -4.10176 0.012 -0.001 -0.004
C -1.20112 -4.62038 -3.80293 0.004 -0.001 -0.003
C -1.26676 -5.06261 -2.48939 0.002 -0.005 0.005
C -1.61028 -4.18414 -1.47016 0.020 0.004 0.026
C -2.27334 -2.30204 1.12007 -0.038 0.029 0.051
C -3.27190 -2.02505 2.06018 0.053 -0.038 -0.035
C -3.13990 -2.45505 3.37264 -0.025 0.014 -0.016
C -2.02225 -3.18112 3.75815 0.018 -0.010 0.012
C -1.02347 -3.45251 2.83443 0.003 0.007 0.004
C -1.13212 -2.99732 1.52629 0.019 0.018 0.025
C -5.03657 -0.32814 -0.66436 0.035 -0.021 0.044
H -5.16625 3.08901 -0.80108 -0.011 -0.021 0.003
H -7.41563 2.70014 0.13669 0.005 -0.015 -0.001
H -8.26112 0.37729 0.30470 0.013 0.009 -0.002
H -7.99441 -1.93416 0.01352 0.016 -0.007 0.001
H -6.60354 -3.91470 -0.52452 0.003 0.018 0.001
H -4.19273 -3.62412 -0.84906 0.037 -0.018 -0.006
H -2.01135 -1.36997 -3.32537 0.000 -0.022 0.004
H -1.41860 -2.94142 -5.12573 -0.002 -0.007 0.017
H -0.94668 -5.31296 -4.59484 -0.004 0.008 0.008
H -1.06250 -6.09982 -2.25553 -0.007 0.021 -0.004
H -1.67203 -4.54390 -0.45017 -0.031 -0.008 -0.064
H -4.15956 -1.47775 1.77052 -0.024 0.007 -0.019
H -3.92036 -2.23500 4.09010 0.010 -0.004 -0.020
H -1.92760 -3.53381 4.77722 -0.001 0.009 -0.023
H -0.14725 -4.01001 3.13407 -0.006 0.006 -0.009
H -0.32970 -3.18728 0.82174 -0.013 0.023 0.034
C 2.15311 -3.02323 -3.71194 0.023 -0.004 0.041
C 3.28788 -2.37603 -2.95708 -0.074 -0.024 0.029
O 3.38982 -2.95632 -1.61589 -0.017 0.071 -0.027
P 2.68752 -2.28117 -0.37460 0.198 -0.048 -0.054
O 1.26520 -1.89079 -0.55295 -0.069 0.023 -0.008
Te 3.18046 -4.12285 1.16560 0.006 0.019 -0.026
O 3.50564 -0.98902 0.01573 -0.007 0.015 0.013
C 4.95970 -0.96226 0.15897 -0.032 0.026 0.025
C 5.32144 0.16209 1.09588 -0.054 0.005 -0.007
H 2.10405 -2.61603 -4.72320 0.009 0.000 0.012
H 1.20215 -2.83800 -3.21249 0.009 -0.012 -0.005
H 2.30901 -4.09995 -3.78162 -0.012 0.021 -0.005
H 3.15353 -1.29651 -2.86368 0.007 0.009 0.008
H 4.25356 -2.56388 -3.41780 0.029 -0.018 0.001
H 5.38048 -0.81938 -0.83556 -0.012 -0.007 -0.026
H 5.29266 -1.92597 0.54505 0.000 -0.053 0.015
H 4.95097 1.11573 0.71786 0.009 -0.018 0.019
H 6.40593 0.22600 1.18628 -0.007 -0.007 -0.012
H 4.90778 -0.00836 2.09051 -0.004 0.010 0.000
F 2.36226 2.07511 3.40340 -0.009 -0.010 0.007
C 3.07786 1.38904 4.32675 -0.009 0.039 0.010
C 3.76961 2.09993 5.26249 0.004 0.034 -0.026
F 3.67708 3.43650 5.18823 -0.001 0.007 0.011
C 4.55148 1.49343 6.28438 0.068 0.056 0.084
C 4.53838 0.06949 6.21842 0.003 -0.052 0.004
C 3.83692 -0.62281 5.27413 0.020 0.021 -0.027
F 3.87857 -1.97032 5.27103 0.000 0.004 0.001
C 3.06926 -0.00456 4.28325 -0.034 -0.162 -0.019
C 2.32195 -0.77410 3.30161 0.318 -0.113 -0.137
C 1.58170 -0.15383 2.27264 -0.260 0.204 0.285
N 0.95958 0.30729 1.42207 -0.166 -0.259 -0.064
C 2.33109 -2.10065 3.07599 -0.008 -0.070 -0.083
N 2.18116 -3.25927 2.78609 -0.021 0.159 0.085
F 5.24473 -0.64436 7.10012 -0.015 0.022 -0.016
C 5.26198 2.22254 7.25017 -0.017 0.002 -0.035
C 5.31107 3.64460 7.25240 0.037 0.134 -0.065
N 5.38941 4.79558 7.27010 -0.023 -0.104 0.034
C 5.98313 1.60482 8.31011 -0.037 -0.168 0.099
N 6.54865 1.12282 9.19216 0.008 0.109 -0.083
```
Positions in Å, forces in eV/Å.

Calculated values
**Gap between HOMO and LUMO**: 4.19 eV
**E_LUMO**: -3.646 eV
**Net charge**: +1
**Relative energy (zero: lowest compared OMol25 entry of this formula, charge and spin)**: 92.7 kJ/mol
**Total energy**: -111886.3945 eV

=====

Largest force on an atom, record by record: 1.96; 9.24; 0.44 eV Å⁻¹